This record from the Open Molecules 2025 dataset describes one molecule with the formula C7H6NO4PS. The level of theory is ωB97M-V/def2-TZVPD.

Structure (XYZ):
```
20
C7H6NO4PS | the Open Molecules 2025 dataset | ωB97M-V/def2-TZVPD
C -1.665 2.464 -0.166
C -0.270 2.493 -0.355
C -2.310 1.278 -0.014
C 0.504 1.378 -0.575
C -1.518 0.095 -0.109
C -0.167 0.099 -0.489
C -2.274 -1.082 0.258
N 2.792 -1.210 0.645
O 2.590 -0.149 1.216
O 3.819 -2.009 1.219
O 0.457 -1.075 -0.716
O -1.861 -2.209 0.188
P 1.317 -2.204 0.108
S 1.816 -3.563 -1.244
H -2.083 3.404 -0.054
H 0.220 3.379 -0.450
H -3.314 1.159 0.197
H 1.545 1.250 -0.815
H 3.776 -2.707 0.555
H -3.375 -0.789 0.601
```

Summary:
HOMO-LUMO gap (alpha / beta) in eV: 6.4 / 7.3
Energy above the lowest of the compared OMol25 structures with the same formula, charge and spin in eV: 0.000
2S+1: 1
Max |F| in eV/Å: 3.573
Total charge: 0
HOMO energy (alpha / beta) in eV: -8.8 / -8.9

---

This record from the Open Molecules 2025 dataset describes one molecule with the formula C7H6O. The level of theory is ωB97M-V/def2-TZVPD.

Structure (XYZ):
```
14
C7H6O | the Open Molecules 2025 dataset | ωB97M-V/def2-TZVPD
C 3.166 0.103 0.101
C 2.000 -0.121 -0.087
C 0.566 -0.129 -0.472
C -0.480 1.084 0.015
C -0.338 -0.651 0.663
C -1.669 -0.811 -0.081
C -1.710 0.398 -0.485
H 4.170 -0.076 0.277
H 0.390 -0.461 -1.450
H -0.371 2.087 -0.380
H -0.076 -1.243 1.502
H -2.513 -1.628 0.103
H -2.547 0.849 -1.013
O -0.588 0.600 1.307
```

Summary:
HOMO-LUMO gap in eV: 10.5
Energy above the lowest of the compared OMol25 structures with the same formula, charge and spin in eV: 4.910
2S+1: 1
Max |F| in eV/Å: 5.667
Total charge: 0
HOMO energy in eV: -9.4

---

This record from the Open Molecules 2025 dataset describes one molecule with the formula C7H6O. The level of theory is ωB97M-V/def2-TZVPD.

Structure (XYZ):
```
14
C7H6O | the Open Molecules 2025 dataset | ωB97M-V/def2-TZVPD
C -1.161 -1.024 2.531
C -0.755 -0.338 1.556
C 0.087 0.576 0.688
C 1.170 0.006 -0.068
C -0.113 1.141 -0.888
C -0.472 -0.087 -1.631
C 0.384 -0.912 -1.015
H -1.994 -1.628 2.981
H 0.590 1.475 1.157
H 1.900 -0.385 0.418
H -0.403 2.187 -1.398
H -1.311 -0.214 -2.179
H 0.659 -1.911 -1.370
O 1.419 1.114 -0.780
```

Summary:
HOMO-LUMO gap in eV: 10.1
Energy above the lowest of the compared OMol25 structures with the same formula, charge and spin in eV: 5.626
2S+1: 1
Max |F| in eV/Å: 6.433
Total charge: 0
HOMO energy in eV: -9.4

---

This record from the Open Molecules 2025 dataset describes one molecule with the formula C7H6O2S. The level of theory is ωB97M-V/def2-TZVPD.

Structure (XYZ):
```
16
C7H6O2S | the Open Molecules 2025 dataset | ωB97M-V/def2-TZVPD
C -0.186 1.646 -0.209
C 1.149 1.775 -0.475
C -0.721 0.425 0.344
C -0.094 -0.884 0.384
C 2.064 0.953 -0.020
C -2.260 -1.079 -0.178
C -1.085 -1.727 0.096
O -2.110 0.230 -0.102
O 3.229 -1.249 -0.265
S 3.199 -0.004 0.529
H -0.822 2.356 -0.752
H 1.492 2.616 -1.053
H -0.664 0.501 1.396
H 0.942 -1.323 0.462
H -3.254 -1.467 -0.186
H -0.878 -2.768 0.028
```

Summary:
HOMO-LUMO gap (alpha / beta) in eV: 5.2 / 8.4
Energy above the lowest of the compared OMol25 structures with the same formula, charge and spin in eV: 5.813
2S+1: 1
Max |F| in eV/Å: 3.282
Total charge: 0
HOMO energy (alpha / beta) in eV: -6.7 / -8.4

---

This record from the Open Molecules 2025 dataset describes a 2-piece molecular cluster, C7H6O3S overall. The level of theory is ωB97M-V/def2-TZVPD.

Structure (XYZ):
```
17
C7H6O3S | the Open Molecules 2025 dataset | ωB97M-V/def2-TZVPD
C 1.002 1.456 -0.684
C 0.299 1.724 0.514
C 1.001 0.211 -1.286
C -0.511 0.731 1.026
C 0.210 -0.787 -0.761
C -0.582 -0.520 0.378
C -1.334 -1.537 1.069
O -0.598 -4.878 -0.867
O -1.388 -2.745 0.770
O -2.529 -3.594 -1.573
S -1.987 -4.631 -0.718
H 1.720 2.180 -1.206
H 0.359 2.689 0.935
H 1.655 0.111 -2.222
H -1.061 0.812 1.905
H -0.024 -1.591 -1.337
H -1.789 -1.191 2.042
```

Summary:
HOMO-LUMO gap in eV: 9.4
Energy above the lowest of the compared OMol25 structures with the same formula, charge and spin in eV: 0.235
2S+1: 1
Max |F| in eV/Å: 3.028
Total charge: 0
HOMO energy in eV: -9.9

---

This record from the Open Molecules 2025 dataset describes a 34-piece molecular cluster, C7H75F5N2O37PS overall. The level of theory is ωB97M-V/def2-TZVPD.

Structure (XYZ):
```
128
C7H75F5N2O37PS | the Open Molecules 2025 dataset | ωB97M-V/def2-TZVPD
C 5.052 -1.159 5.266
C 4.597 -1.900 4.099
C 4.490 -1.013 2.735
N 3.085 -0.507 2.685
C 2.964 0.880 2.124
P 3.057 2.071 3.588
N 1.846 3.163 3.600
C 3.947 1.220 0.906
O 3.683 0.905 -0.316
O 5.178 1.850 1.112
S 1.992 -1.624 1.980
O 2.507 -3.058 2.037
O 1.807 -1.318 0.507
C 0.368 -1.431 2.916
F -0.221 -0.144 2.666
F 0.685 -1.425 4.312
C -0.729 -2.537 2.525
F -1.813 -2.362 3.445
F -0.278 -3.872 2.715
F -1.251 -2.364 1.229
H 4.441 -1.091 6.242
H 6.065 -0.625 5.125
H 4.380 -3.016 4.125
H 4.739 -1.668 1.818
H 5.289 -0.205 2.840
H 1.889 0.968 1.704
H 4.306 2.798 3.610
H 2.922 1.320 4.800
H 1.298 3.004 4.471
O 1.772 -5.781 3.506
H 2.093 -4.946 3.132
H 2.242 -6.458 3.002
O -4.290 -2.036 0.272
H -3.359 -2.236 0.432
H -4.758 -2.802 0.626
O 2.785 -0.183 7.265
H 1.912 0.149 7.023
H 2.606 -1.048 7.660
O 2.441 1.752 -3.044
H 2.895 1.536 -2.214
H 2.793 1.113 -3.675
O 3.085 4.627 -2.267
H 3.810 4.349 -1.690
H 3.032 3.922 -2.929
O 4.620 -5.169 3.551
H 4.822 -5.610 2.717
H 4.113 -5.826 4.046
O -6.372 0.243 -0.412
H -5.654 -0.030 0.172
H -6.422 -0.465 -1.067
O 3.054 -1.940 9.717
H 2.950 -2.467 10.519
H 3.550 -1.165 10.008
O 4.412 5.923 -4.362
H 3.924 5.390 -3.710
H 4.647 5.290 -5.055
O -8.649 0.354 -2.656
H -8.563 1.245 -3.021
H -8.037 0.348 -1.908
O -0.455 2.321 -3.060
H 0.482 2.122 -2.911
H -0.916 1.549 -2.709
O -3.013 0.762 0.020
H -2.082 0.562 0.180
H -3.482 -0.006 0.375
O -5.701 3.377 -1.699
H -4.770 3.176 -1.539
H -6.169 2.609 -1.344
O -9.154 -0.456 0.210
H -9.909 0.111 0.000
H -8.410 0.158 0.273
O -0.778 -5.987 0.791
H -1.078 -5.461 0.037
H -0.808 -5.369 1.533
O -2.593 -5.428 -1.772
H -2.393 -5.880 -2.602
H -3.094 -6.081 -1.266
O 0.435 2.011 6.937
H 0.326 1.488 7.741
H 0.931 2.787 7.228
O -8.221 4.593 -3.387
H -8.134 5.484 -3.751
H -7.608 4.587 -2.639
O 5.541 4.932 -7.187
H 6.221 4.648 -7.807
H 5.114 5.676 -7.633
O 3.612 -8.520 3.227
H 3.118 -9.051 3.865
H 3.845 -9.148 2.531
O -0.451 -3.317 -3.191
H 0.482 -3.516 -3.036
H -0.917 -4.086 -2.838
O -9.448 4.828 -5.971
H -9.002 4.618 -5.137
H -9.092 4.182 -6.593
O -11.485 4.048 -8.416
H -10.988 4.186 -7.598
H -11.355 3.112 -8.613
O 6.462 -9.036 4.851
H 5.593 -8.694 4.600
H 6.270 -9.895 5.246
O 5.640 3.154 5.022
H 5.407 3.796 5.703
H 6.550 3.381 4.787
O -2.489 2.139 -5.121
H -1.983 2.271 -4.304
H -2.357 1.207 -5.329
O -0.303 -5.494 -5.681
H -0.600 -4.967 -6.433
H -0.334 -4.876 -4.937
O 2.093 4.499 -6.182
H 1.985 3.984 -5.373
H 2.593 5.278 -5.899
O 7.164 4.634 3.171
H 7.778 5.314 2.868
H 7.121 4.011 2.431
O 5.510 7.492 -8.558
H 4.752 8.057 -8.756
H 6.250 8.107 -8.496
O -11.815 0.272 -0.855
H -12.766 0.162 -0.969
H -11.459 0.183 -1.749
O -3.412 4.885 0.516
H -2.616 4.426 0.218
H -4.076 4.656 -0.148
O 2.582 -6.328 -4.511
H 1.711 -5.995 -4.764
H 2.397 -7.182 -4.104
```

Summary:
HOMO-LUMO gap in eV: 6.5
2S+1: 1
Max |F| in eV/Å: 7.676
Total charge: -1
HOMO energy in eV: -5.3